Record 1
This record from the Open Molecules 2025 dataset describes a cluster of 2 separate species, C4H12 in total. The level of theory is ωB97M-V with the def2-TZVPD basis set.

- HOMO level: -11.5 eV
- Maximum force: 0.034 Eh/bohr
- SMILES: CC.CC
- Relative energy (zero: lowest compared OMol25 entry of this formula, charge and spin): 11.3 kcal/mol

The geometry in XYZ format:
```
16
C4H12, DFT ωB97M-V with the def2-TZVPD basis set
C -0.219 -1.340 -1.488
C 0.977 -0.855 -2.369
H -0.115 -2.174 -0.799
H -0.412 -0.428 -0.914
H -1.054 -1.631 -2.124
H 1.889 -1.266 -1.946
H 0.835 -1.258 -3.373
H 1.064 0.224 -2.432
C -0.443 0.358 2.131
C -0.341 1.830 1.720
H 0.396 -0.146 1.638
H -0.242 0.380 3.201
H -1.295 -0.244 1.837
H 0.413 2.364 2.292
H -0.063 1.947 0.670
H -1.289 2.349 1.883
```

Partial atomic charges computed with the natural (NBO) method, in multiples of e: atom 1 (C): -0.619, atom 2 (C): -0.608, atom 3 (H): 0.208, atom 4 (H): 0.204, atom 5 (H): 0.203, atom 6 (H): 0.205, atom 7 (H): 0.202, atom 8 (H): 0.204, atom 9 (C): -0.616, atom 10 (C): -0.603, atom 11 (H): 0.199, atom 12 (H): 0.206, atom 13 (H): 0.212, atom 14 (H): 0.204, atom 15 (H): 0.197, atom 16 (H): 0.201

Record 2
This record from the Open Molecules 2025 dataset describes the molecule C13H28N3O5P. The level of theory is ωB97M-V with the def2-TZVPD basis set.

- HOMO level: -9.0 eV
- Maximum force: 0.021 Eh/bohr
- SMILES: CCN[C@@H]1NC(=O)[C@H](CP(=O)(O)O)[C@]1(N)CCCCCOC

The geometry in XYZ format:
```
50
C13H28N3O5P, DFT ωB97M-V with the def2-TZVPD basis set
C 4.818 0.338 1.137
C 4.230 -0.771 0.262
N 2.802 -0.558 -0.033
C 2.509 -0.396 -1.442
N 3.216 0.837 -1.849
C 2.232 1.855 -1.558
O 2.448 2.884 -1.020
C 0.900 1.330 -2.036
C -0.307 2.234 -1.809
P -0.705 2.900 -0.178
O -0.625 4.352 -0.044
O 0.185 2.041 0.841
O -2.199 2.312 0.024
C 0.957 -0.192 -1.725
N 0.643 -0.901 -2.974
C 0.098 -0.701 -0.561
C -1.417 -0.700 -0.774
C -2.169 -0.781 0.555
C -3.578 -1.361 0.444
C -4.120 -1.828 1.790
O -3.851 -0.874 2.806
C -3.248 -1.363 3.984
H 4.026 0.787 1.738
H 5.270 1.124 0.531
H 5.585 -0.053 1.810
H 4.784 -0.825 -0.679
H 4.350 -1.740 0.757
H 2.262 -1.321 0.347
H 2.900 -1.220 -2.057
H 3.320 0.807 -2.863
H 1.049 1.331 -3.126
H -1.207 1.768 -2.213
H -0.141 3.152 -2.383
H -0.250 1.850 1.681
H -2.634 2.714 0.791
H -0.247 -0.590 -3.351
H 0.565 -1.901 -2.811
H 0.389 -1.751 -0.401
H 0.357 -0.163 0.351
H -1.736 0.196 -1.314
H -1.707 -1.554 -1.398
H -1.589 -1.403 1.253
H -2.219 0.216 0.998
H -4.265 -0.631 0.004
H -3.543 -2.232 -0.219
H -5.206 -1.966 1.734
H -3.666 -2.793 2.052
H -3.644 -0.805 4.834
H -2.159 -1.229 3.953
H -3.466 -2.425 4.138
```

Partial atomic charges computed with the natural (NBO) method, in multiples of e: atom 1 (C): -0.618, atom 2 (C): -0.219, atom 3 (N): -0.651, atom 4 (C): 0.126, atom 5 (N): -0.689, atom 6 (C): 0.729, atom 7 (O): -0.496, atom 8 (C): -0.345, atom 9 (C): -0.829, atom 10 (P): 2.351, atom 11 (O): -1.071, atom 12 (O): -0.991, atom 13 (O): -1.005, atom 14 (C): 0.130, atom 15 (N): -0.850, atom 16 (C): -0.431, atom 17 (C): -0.396, atom 18 (C): -0.396, atom 19 (C): -0.415, atom 20 (C): -0.050, atom 21 (O): -0.561, atom 22 (C): -0.241, atom 23 (H): 0.218, atom 24 (H): 0.219, atom 25 (H): 0.200, atom 26 (H): 0.191, atom 27 (H): 0.179, atom 28 (H): 0.364, atom 29 (H): 0.170, atom 30 (H): 0.377, atom 31 (H): 0.245, atom 32 (H): 0.254, atom 33 (H): 0.273, atom 34 (H): 0.510, atom 35 (H): 0.509, atom 36 (H): 0.359, atom 37 (H): 0.359, atom 38 (H): 0.189, atom 39 (H): 0.242, atom 40 (H): 0.199, atom 41 (H): 0.192, atom 42 (H): 0.187, atom 43 (H): 0.217, atom 44 (H): 0.204, atom 45 (H): 0.199, atom 46 (H): 0.177, atom 47 (H): 0.162, atom 48 (H): 0.188, atom 49 (H): 0.165, atom 50 (H): 0.169

Record 3
This record from the Open Molecules 2025 dataset describes a cluster of 29 separate species, C41H74Cl56NOP in total. The level of theory is ωB97M-V with the def2-TZVPD basis set.

- HOMO level: -7.7 eV
- Maximum force: 0.026 Eh/bohr

The geometry in XYZ format:
```
174
C41H74Cl56NOP, DFT ωB97M-V with the def2-TZVPD basis set
C -1.982 2.786 -2.773
C -1.786 1.662 -2.385
C -1.585 0.248 -2.072
P 0.237 -0.143 -1.955
C 0.262 -1.062 -3.660
C 1.356 -2.104 -3.634
O 1.139 -3.294 -3.642
C 2.797 -1.570 -3.674
C 3.351 -1.563 -4.944
C 4.629 -1.071 -5.082
C 5.330 -0.603 -3.992
C 4.798 -0.617 -2.712
C 3.492 -1.104 -2.566
N 0.238 0.578 -0.290
C 0.399 -0.440 0.757
C -0.751 -1.448 0.865
H -2.431 3.720 -3.017
H -2.000 0.090 -1.079
H -2.162 -0.372 -2.759
H 0.830 -1.310 -1.383
H 1.128 0.846 -2.425
H -0.702 -1.498 -3.915
H 0.609 -0.328 -4.397
H 2.776 -1.932 -5.784
H 5.060 -1.031 -6.081
H 6.346 -0.198 -4.133
H 5.356 -0.235 -1.875
H 3.025 -1.104 -1.591
H 1.089 1.133 -0.253
H 0.433 0.087 1.718
H 1.352 -0.982 0.689
H -0.665 -2.165 0.041
H -1.743 -0.992 0.819
H -0.633 -1.987 1.809
C 3.682 -3.242 2.081
Cl 3.907 -1.795 1.094
Cl 2.383 -4.246 1.428
H 4.599 -3.822 2.082
H 3.429 -2.940 3.091
C -0.802 -2.488 5.003
Cl 0.667 -2.170 4.067
Cl -2.211 -2.713 3.967
H -0.641 -3.388 5.582
H -0.996 -1.648 5.662
C 2.408 -1.264 -9.409
Cl 3.974 -0.723 -8.791
Cl 1.591 -2.347 -8.281
H 1.784 -0.393 -9.576
H 2.564 -1.797 -10.340
C -2.135 0.202 -6.491
Cl -1.892 1.219 -5.063
Cl -0.759 -0.879 -6.758
H -3.026 -0.398 -6.343
H -2.255 0.845 -7.355
C -2.070 1.441 5.077
Cl -0.502 2.017 5.641
Cl -2.868 0.406 6.272
H -2.701 2.298 4.873
H -1.922 0.861 4.173
C -0.278 -5.558 7.776
Cl -1.915 -5.324 7.154
Cl 0.923 -5.414 6.478
H -0.070 -4.798 8.520
H -0.208 -6.544 8.219
C 2.888 -7.982 5.044
Cl 2.225 -9.571 4.632
Cl 4.240 -8.111 6.174
H 3.239 -7.507 4.134
H 2.107 -7.385 5.504
C -2.938 2.193 1.596
Cl -2.959 2.356 -0.165
Cl -1.483 2.948 2.273
H -3.814 2.670 2.025
H -2.932 1.135 1.843
C -4.173 3.680 -6.520
Cl -3.278 2.992 -7.883
Cl -3.163 4.765 -5.558
H -5.018 4.240 -6.907
H -4.519 2.872 -5.889
C 7.173 1.494 -8.199
Cl 8.767 2.033 -7.656
Cl 6.376 0.476 -6.992
H 6.553 2.364 -8.380
H 7.291 0.922 -9.112
C -5.799 -2.396 2.526
Cl -4.855 -3.173 1.243
Cl -4.808 -1.223 3.390
H -6.655 -1.900 2.082
H -6.128 -3.150 3.231
C 3.850 2.381 0.821
Cl 2.408 2.292 1.833
Cl 4.117 0.880 -0.103
H 3.738 3.203 0.124
H 4.701 2.542 1.458
C 5.798 4.777 3.570
Cl 5.449 4.770 1.835
Cl 6.063 3.138 4.180
H 6.690 5.366 3.745
H 4.954 5.212 4.092
C -3.924 4.301 -11.744
Cl -4.710 4.994 -10.321
Cl -2.456 3.414 -11.317
H -4.615 3.620 -12.226
H -3.660 5.106 -12.420
C -4.592 -6.399 3.136
Cl -5.458 -5.628 4.479
Cl -3.076 -7.116 3.686
H -5.218 -7.176 2.714
H -4.375 -5.645 2.389
C -6.341 -7.117 7.638
Cl -7.976 -7.710 7.970
Cl -5.118 -8.336 8.012
H -6.266 -6.863 6.587
H -6.159 -6.241 8.250
C 5.260 -6.488 -0.842
Cl 4.739 -4.938 -1.509
Cl 5.086 -6.537 0.920
H 4.652 -7.278 -1.268
H 6.304 -6.642 -1.089
C 0.053 6.238 4.911
Cl -1.435 6.036 5.843
Cl 0.467 4.778 4.008
H -0.083 7.055 4.211
H 0.861 6.465 5.595
C -7.463 3.883 -4.456
Cl -7.737 2.546 -5.585
Cl -5.846 3.815 -3.744
H -7.566 4.819 -5.002
H -8.198 3.825 -3.661
C 7.299 8.389 4.468
Cl 5.614 8.020 4.878
Cl 8.370 7.034 4.844
H 7.361 8.600 3.406
H 7.623 9.256 5.038
C 4.265 -10.543 1.593
Cl 4.161 -10.288 -0.156
Cl 5.774 -9.909 2.259
H 3.434 -10.035 2.069
H 4.216 -11.607 1.792
C -1.431 -8.770 0.260
Cl -3.060 -9.397 0.548
Cl -0.190 -9.965 0.653
H -1.341 -8.504 -0.786
H -1.282 -7.896 0.884
C 9.494 -0.420 -2.135
Cl 10.818 -0.140 -3.274
Cl 7.957 -0.705 -2.969
H 9.732 -1.290 -1.533
H 9.388 0.454 -1.504
C -7.742 7.893 -5.829
Cl -8.567 6.380 -6.239
Cl -6.395 7.609 -4.722
H -7.360 8.336 -6.741
H -8.453 8.559 -5.356
C -10.623 -6.699 5.673
Cl -9.195 -6.301 4.712
Cl -12.030 -7.022 4.653
H -10.408 -7.583 6.261
H -10.849 -5.862 6.323
C -10.990 8.273 -3.237
Cl -11.132 8.716 -4.942
Cl -9.478 8.861 -2.537
H -11.821 8.708 -2.694
H -11.014 7.192 -3.157
C 10.850 10.797 3.735
Cl 9.367 10.618 4.688
Cl 11.180 9.354 2.775
H 10.732 11.642 3.068
H 11.679 10.965 4.412
C -0.284 7.991 9.127
Cl -1.883 8.191 8.405
Cl 1.008 8.012 7.918
H -0.113 8.806 9.820
H -0.254 7.042 9.651
```

Löwdin population analysis, charges in e, atoms 1 to 99: atom 1 (C): -0.054, atom 2 (C): -0.427, atom 3 (C): -0.330, atom 4 (P): 0.881, atom 5 (C): -0.300, atom 6 (C): -0.448, atom 7 (O): 0.089, atom 8 (C): -0.161, atom 9 (C): -0.024, atom 10 (C): -0.129, atom 11 (C): -0.189, atom 12 (C): -0.138, atom 13 (C): -0.079, atom 14 (N): -0.239, atom 15 (C): -0.393, atom 16 (C): -0.124, atom 17 (H): 0.007, atom 18 (H): 0.036, atom 19 (H): 0.075, atom 20 (H): 0.045, atom 21 (H): 0.064, atom 22 (H): 0.060, atom 23 (H): 0.049, atom 24 (H): 0.075, atom 25 (H): -0.018, atom 26 (H): -0.026, atom 27 (H): 0.020, atom 28 (H): 0.034, atom 29 (H): -0.007, atom 30 (H): 0.067, atom 31 (H): 0.041, atom 32 (H): 0.065, atom 33 (H): 0.056, atom 34 (H): -0.018, atom 35 (C): -1.006, atom 36 (Cl): 0.521, atom 37 (Cl): 0.481, atom 38 (H): -0.003, atom 39 (H): 0.003, atom 40 (C): -0.995, atom 41 (Cl): 0.561, atom 42 (Cl): 0.506, atom 43 (H): -0.065, atom 44 (H): -0.008, atom 45 (C): -0.994, atom 46 (Cl): 0.521, atom 47 (Cl): 0.512, atom 48 (H): 0.027, atom 49 (H): 0.024, atom 50 (C): -0.969, atom 51 (Cl): 0.667, atom 52 (Cl): 0.534, atom 53 (H): 0.034, atom 54 (H): -0.057, atom 55 (C): -1.061, atom 56 (Cl): 0.502, atom 57 (Cl): 0.518, atom 58 (H): 0.015, atom 59 (H): -0.008, atom 60 (C): -0.970, atom 61 (Cl): 0.528, atom 62 (Cl): 0.575, atom 63 (H): 0.030, atom 64 (H): 0.031, atom 65 (C): -1.029, atom 66 (Cl): 0.518, atom 67 (Cl): 0.504, atom 68 (H): 0.022, atom 69 (H): -0.066, atom 70 (C): -0.958, atom 71 (Cl): 0.675, atom 72 (Cl): 0.515, atom 73 (H): 0.029, atom 74 (H): 0.004, atom 75 (C): -1.035, atom 76 (Cl): 0.533, atom 77 (Cl): 0.512, atom 78 (H): 0.018, atom 79 (H): -0.027, atom 80 (C): -0.999, atom 81 (Cl): 0.509, atom 82 (Cl): 0.589, atom 83 (H): 0.028, atom 84 (H): 0.026, atom 85 (C): -0.997, atom 86 (Cl): 0.524, atom 87 (Cl): 0.481, atom 88 (H): 0.029, atom 89 (H): -0.016, atom 90 (C): -1.012, atom 91 (Cl): 0.558, atom 92 (Cl): 0.583, atom 93 (H): 0.020, atom 94 (H): -0.071, atom 95 (C): -1.017, atom 96 (Cl): 0.578, atom 97 (Cl): 0.528, atom 98 (H): -0.054, atom 99 (H): 0.006

Record 4
This record from the Open Molecules 2025 dataset describes a cluster of 2 separate species, C3H9NO3 in total. The level of theory is ωB97M-V with the def2-TZVPD basis set.

- HOMO level: -9.7 eV
- Maximum force: 0.026 Eh/bohr
- SMILES: N[C@@H](C=O)CO.O
- Relative energy (zero: lowest compared OMol25 entry of this formula, charge and spin): 36.9 kcal/mol

The geometry in XYZ format:
```
16
C3H9NO3, DFT ωB97M-V with the def2-TZVPD basis set
N 0.590 1.098 1.072
C -0.450 0.088 0.902
C -1.527 0.711 0.053
O -1.779 0.361 -1.071
C 0.036 -1.245 0.343
O 0.893 -1.810 1.330
H 1.288 0.714 1.678
H 1.029 1.282 0.163
H -0.875 -0.125 1.890
H -2.034 1.579 0.506
H 0.574 -1.078 -0.595
H -0.812 -1.904 0.129
H 1.458 -2.430 0.898
O 0.834 0.884 -2.168
H -0.100 0.773 -2.004
H 0.875 1.103 -3.125
```

Partial atomic charges computed with the natural (NBO) method, in multiples of e: atom 1 (N): -0.825, atom 2 (C): -0.188, atom 3 (C): 0.471, atom 4 (O): -0.560, atom 5 (C): -0.086, atom 6 (O): -0.728, atom 7 (H): 0.375, atom 8 (H): 0.377, atom 9 (H): 0.214, atom 10 (H): 0.126, atom 11 (H): 0.188, atom 12 (H): 0.169, atom 13 (H): 0.473, atom 14 (O): -0.967, atom 15 (H): 0.484, atom 16 (H): 0.477